Entry 1:
19
Properties=species:S:1:pos:R:3 method="wB97M-V/def2-TZVPD" max_force_ev_per_a=2.5 e_above_lowest_kj_mol=95.9 lumo_energy_ev=0.79 e_homo_ev=-9.3
C 1.083 1.036 -1.303
C 0.183 0.676 -0.219
C -0.137 1.915 0.604
C -0.354 -0.512 0.100
C -0.094 -1.718 -0.715
C -1.146 -0.761 1.351
H 2.015 1.354 -0.804
H 1.334 0.205 -2.000
H 0.784 1.876 -1.904
H -0.799 1.746 1.511
H 0.702 2.528 0.910
H -0.662 2.557 -0.086
H 0.344 -1.476 -1.708
H -1.060 -2.167 -0.876
H 1.503 -2.235 0.244
H -1.412 -1.829 1.304
H -0.571 -0.486 2.258
O 0.658 -2.658 -0.022
F -2.371 -0.052 1.356


Entry 2:
101
Properties=species:S:1:pos:R:3 method="wB97M-V/def2-TZVPD" max_force_ev_per_a=4.2 e_above_lowest_kj_mol=352.5 spin_multiplicity=5 lumo_energy_ev="-2.67 / -6.33" charge=+1 e_homo_ev="-8.5 / -8.5"
Pd -0.090 -0.286 -0.126
C 0.385 0.893 -3.319
C 1.688 0.085 -3.234
C 2.882 0.953 -3.592
P 1.720 -0.786 -1.528
C 1.889 -2.589 -1.759
C 2.346 -3.168 -0.405
C 2.859 -2.920 -2.903
C 3.160 -0.088 -0.627
C 4.469 -0.173 -1.009
C 5.446 0.583 -0.388
C 6.880 0.478 -0.805
C 5.075 1.391 0.705
C 3.712 1.512 1.093
C 2.748 0.735 0.433
N 1.449 0.504 0.981
C 1.099 0.450 2.284
C 1.949 -0.006 3.316
C 1.497 0.171 4.596
C 0.241 0.786 4.877
C -0.126 1.116 6.280
C -0.583 1.177 3.842
C -0.165 0.986 2.560
P -1.121 1.525 1.124
C -0.454 3.262 0.787
C -0.088 3.356 -0.721
C -1.436 4.417 1.197
C -2.966 1.586 1.493
C -3.533 0.081 1.446
C -3.433 2.344 2.734
H 0.183 1.040 -4.364
H 0.480 1.881 -2.929
H -0.442 0.325 -2.940
H 1.584 -0.637 -4.025
H 2.960 1.830 -2.884
H 2.788 1.283 -4.613
H 3.804 0.344 -3.501
H 0.911 -2.988 -2.055
H 3.414 -2.985 -0.243
H 2.230 -4.268 -0.435
H 1.788 -2.695 0.410
H 3.815 -2.394 -2.863
H 2.433 -2.641 -3.873
H 3.012 -4.020 -2.900
H 4.712 -0.730 -1.929
H 7.586 0.805 -0.050
H 7.125 1.153 -1.645
H 7.178 -0.524 -1.041
H 5.831 2.012 1.223
H 3.405 2.009 1.996
H 2.993 -0.337 3.110
H 2.038 -0.203 5.419
H 0.241 0.416 7.050
H -1.239 1.205 6.311
H 0.370 2.038 6.474
H -1.513 1.679 3.989
H 0.445 3.315 1.449
H -0.957 3.211 -1.405
H 0.743 2.689 -1.029
H 0.272 4.378 -0.866
H -2.371 4.457 0.667
H -0.968 5.358 0.848
H -1.510 4.572 2.318
H -3.363 2.213 0.642
H -2.674 -0.624 1.363
H -4.150 -0.173 0.588
H -4.013 -0.143 2.368
H -3.636 1.669 3.563
H -4.378 2.818 2.472
H -2.704 3.134 2.940
C -0.267 -3.824 2.974
C -0.868 -3.869 1.623
C -1.169 -5.113 1.018
C -1.668 -5.090 -0.256
C -1.879 -3.897 -0.897
C -1.558 -2.674 -0.222
N -1.125 -2.720 1.065
N -1.725 -1.464 -0.756
Si -2.904 -1.104 -2.008
C -4.631 -1.832 -1.618
C -3.058 0.776 -2.127
C -2.414 -1.663 -3.781
H 0.323 -4.738 3.236
H -1.103 -3.674 3.705
H 0.443 -2.989 3.067
H -1.209 -6.054 1.575
H -2.045 -5.959 -0.710
H -2.290 -3.861 -1.917
H -4.621 -2.616 -0.885
H -5.163 -2.172 -2.524
H -5.130 -0.995 -1.129
H -2.641 1.230 -3.024
H -2.442 1.105 -1.250
H -4.019 1.286 -2.057
H -1.622 -1.085 -4.251
H -3.275 -1.541 -4.461
H -2.190 -2.728 -3.804
O -3.458 3.996 -1.386
N -3.902 4.654 -2.355
O -4.453 3.888 -3.249
O -3.861 5.884 -2.535


Entry 3:
11
Properties=species:S:1:pos:R:3 method="wB97M-V/def2-TZVPD" max_force_ev_per_a=5.3 e_above_lowest_kj_mol=39.0 lumo_energy_ev=-1.43 e_homo_ev=-10.8
C -0.248 0.535 0.673
N 0.764 -1.603 -0.707
O -1.501 -0.801 -1.390
O -1.338 -1.739 0.892
O 2.480 -0.808 1.145
O 2.344 0.134 -1.134
S -0.743 -0.936 -0.180
S 1.762 -0.474 -0.003
H -0.268 1.537 0.144
H -0.475 0.589 1.689
H 0.675 -1.478 -1.711


Entry 4:
22
Properties=species:S:1:pos:R:3 method="wB97M-V/def2-TZVPD" max_force_ev_per_a=2.7 e_above_lowest_kj_mol=317.5 spin_multiplicity=2 lumo_energy_ev="0.82 / 0.60" e_homo_ev="-3.5 / -8.6"
C -1.380 -0.117 2.825
C -1.154 -0.751 1.489
C -0.064 -1.338 0.948
N -2.426 -0.977 0.729
H -0.399 0.351 3.061
H -2.213 0.580 2.678
H -1.676 -0.858 3.611
H -0.188 -1.896 0.014
H 0.974 -1.153 1.188
H -3.215 -0.858 1.324
H -2.474 -1.885 0.326
H -2.538 -0.322 0.021
C 1.526 1.359 -1.925
C 1.075 0.280 -1.203
N 1.376 -1.065 -1.615
N 1.487 2.688 -1.374
H 2.020 1.254 -2.900
H 0.480 0.519 -0.273
H 0.572 -1.507 -2.071
H 1.789 -1.648 -0.906
H 1.387 3.393 -2.120
H 2.412 2.909 -0.935


Entry 5:
11
Properties=species:S:1:pos:R:3 method="wB97M-V/def2-TZVPD" max_force_ev_per_a=4.2 e_above_lowest_kj_mol=305.3 lumo_energy_ev="-6.00 / -5.99" charge=+1 e_homo_ev="-13.2 / -13.2"
C 1.046 -0.344 -0.680
N 0.196 0.500 -0.600
N -1.872 -0.405 0.691
N -0.903 0.969 -0.801
N -2.075 0.492 -0.239
N 2.470 0.086 -0.217
S -2.942 -1.245 1.436
H 2.866 -0.762 0.250
H 2.324 1.014 0.356
H 3.036 0.470 -0.980
H -4.147 -0.775 0.785


Entry 6:
43
Properties=species:S:1:pos:R:3 method="wB97M-V/def2-TZVPD" max_force_ev_per_a=2.5 e_above_lowest_kj_mol=227.3 lumo_energy_ev=3.01 charge=-1 e_homo_ev=-5.4
C 0.072 -0.781 0.702
C -1.116 -0.636 -0.274
C -1.989 0.668 0.178
C -1.218 1.860 -0.361
C -3.435 0.711 -0.349
N -0.851 -0.582 -1.717
C -0.823 -1.892 -2.209
O 0.365 -2.690 -1.820
H 0.743 0.089 0.615
H 0.597 -1.717 0.692
H -0.412 -0.902 1.726
H -1.730 -1.510 -0.040
H -1.947 0.636 1.268
H -1.003 1.861 -1.448
H -1.743 2.850 -0.294
H -0.170 1.900 -0.026
H -3.907 -0.238 -0.511
H -3.423 1.089 -1.352
H -4.005 1.310 0.413
H 0.075 0.008 -1.947
H -1.555 -2.688 -1.979
H -0.763 -1.895 -3.283
H 2.010 0.176 -2.781
H 1.014 -1.968 -1.789
O 1.601 0.328 -1.926
H -0.046 -3.405 0.370
H 1.154 -4.036 0.664
O 0.317 -3.889 1.137
H 1.157 2.894 0.844
H 2.109 1.797 1.253
O 1.372 2.319 1.590
H 0.201 1.621 3.162
H -1.218 1.456 2.784
O -0.638 1.369 3.553
H 2.331 2.958 -1.793
H 1.339 1.805 -1.875
O 1.383 2.843 -1.684
H 2.310 0.015 -0.557
H 3.848 -0.481 -0.337
O 3.046 -0.204 0.124
H 2.288 -0.977 2.638
H 0.933 -0.766 3.275
O 1.726 -1.306 3.362


Entry 7:
94
Properties=species:S:1:pos:R:3 method="wB97M-V/def2-TZVPD" max_force_ev_per_a=1.3 lumo_energy_ev=0.28 e_homo_ev=-9.4
C -3.643 -0.150 3.385
O -4.767 0.150 2.554
H -3.318 0.733 3.942
H -3.939 -0.946 4.061
H -2.813 -0.509 2.768
H -4.517 0.833 1.919
C -2.597 -3.377 2.393
O -1.468 -2.578 2.090
H -2.483 -3.804 3.385
H -3.509 -2.763 2.375
H -2.767 -4.147 1.634
H -1.419 -2.468 1.129
C -1.241 2.943 2.783
O -0.141 3.817 3.023
H -1.284 2.619 1.732
H -1.074 2.019 3.352
H -2.188 3.383 3.071
H 0.616 3.282 2.739
C -2.461 -1.069 -3.050
O -3.161 -0.797 -4.256
H -3.144 -1.535 -2.346
H -1.599 -1.716 -3.215
H -2.091 -0.146 -2.582
H -2.517 -0.518 -4.914
C 1.622 -5.310 -1.670
O 0.549 -4.372 -1.836
H 2.549 -4.819 -1.381
H 1.362 -5.998 -0.860
H 1.806 -5.873 -2.585
H -0.067 -4.771 -2.456
C -0.345 3.319 -1.883
C -1.457 3.405 -2.908
O -1.062 4.174 -4.035
O 0.736 2.555 -2.397
H -0.727 2.820 -0.988
H -0.038 4.326 -1.579
H -2.349 3.851 -2.444
H -1.743 2.398 -3.207
H -0.981 5.085 -3.738
H 1.257 3.115 -2.981
C -0.390 0.121 0.394
C 0.181 -1.063 -0.341
O -0.871 -1.990 -0.615
H -0.756 -0.166 1.379
H -1.197 0.588 -0.177
H 0.384 0.875 0.546
H 0.909 -1.560 0.317
H 0.706 -0.803 -1.264
H -0.463 -2.827 -0.877
C 1.892 -0.843 3.867
C 0.421 -0.580 4.209
O 0.238 -0.280 5.596
H 2.525 -0.085 4.338
H 2.017 -0.753 2.784
H 2.217 -1.830 4.191
H -0.177 -1.459 3.994
H 0.083 0.265 3.605
H 0.746 0.514 5.792
C 4.079 -2.378 0.193
C 5.368 -2.106 -0.565
O 5.805 -3.232 -1.321
H 3.226 -2.563 -0.461
H 3.806 -1.458 0.731
H 4.201 -3.135 0.968
H 6.142 -1.854 0.169
H 5.236 -1.268 -1.246
H 6.012 -3.933 -0.696
C -4.375 1.863 -0.972
C -4.662 3.060 -0.102
O -4.776 2.677 1.272
H -4.250 2.218 -1.993
H -5.145 1.093 -0.923
H -3.461 1.389 -0.601
H -5.533 3.629 -0.438
H -3.809 3.750 -0.214
H -5.340 3.316 1.716
C 2.701 -1.648 -3.703
C 2.428 -0.206 -3.337
O 1.034 0.042 -3.569
H 3.670 -1.947 -3.284
H 2.808 -1.797 -4.780
H 1.949 -2.368 -3.378
H 2.983 0.428 -4.038
H 2.717 0.003 -2.305
H 0.788 0.806 -3.027
C 3.058 1.775 0.107
C 2.308 2.810 0.935
O 2.034 2.248 2.217
H 3.970 1.451 0.624
H 3.423 2.203 -0.829
H 2.446 0.886 -0.029
H 1.358 3.083 0.476
H 2.876 3.747 0.960
H 2.871 2.133 2.678


Entry 8:
8
Properties=species:S:1:pos:R:3 method="wB97M-V/def2-TZVPD" max_force_ev_per_a=4.8 e_above_lowest_kj_mol=0.0 lumo_energy_ev="-1.70 / -1.70" e_homo_ev="-9.1 / -9.1"
N -1.988 0.346 -0.613
N -0.251 0.505 1.350
N 0.408 -0.316 -1.868
P -1.124 -0.300 -1.900
P -1.732 0.963 0.789
P 0.885 -0.079 0.480
Cl 2.575 0.766 1.002
Cl 1.226 -1.885 0.760